[1]
{"formula": "C34H53F2N10O4PSi", "method": "ωB97M-V/def2-TZVPD", "smiles": "CCOP(N)(CCCC(=O)O)(OC#N)C(F)(F)CC[Si](C)(C)c1ccccc1.CC#N.CC#N.CC#N.CC#N.CC#N.CC#N.CC#N.CC#N", "homo_ev": -8.1, "homo_lumo_gap_ev": 8.2042, "species": ["C", "N", "C", "H", "N", "H", "C", "H", "H", "O", "H", "H", "C", "C", "H", "C", "H", "H", "C", "H", "H", "C", "N", "C", "H", "H", "H", "H", "C", "O", "C", "N", "C", "H", "C", "H", "H", "H", "C", "H", "H", "H", "H", "N", "C", "H", "C", "C", "H", "H", "C", "C", "H", "H", "C", "H", "H", "H", "C", "F", "O", "H", "H", "C", "P", "C", "N", "C", "H", "C", "H", "N", "C", "C", "H", "Si", "H", "H", "H", "H", "H", "H", "H", "N", "H", "N", "C", "N", "H", "F", "C", "H", "H", "H", "H", "H", "H", "H", "O", "C", "C", "C", "H", "C", "C"], "xyz": [[0.317, 1.511, -4.897], [5.843, 1.505, -2.981], [1.254, -1.214, 3.440], [2.448, -3.283, -4.902], [-9.264, 2.428, -0.001], [1.538, -4.162, 0.027], [1.965, -1.332, -1.255], [-0.102, -1.348, 1.594], [-2.383, -1.449, 1.377], [3.168, -3.596, 2.249], [-5.996, 3.508, -1.757], [4.151, -2.985, -0.794], [7.867, 1.382, -4.659], [-9.594, -0.159, 0.355], [-1.865, 4.557, -3.753], [3.378, -2.926, -5.343], [-1.132, 0.867, 5.049], [2.847, -0.799, -1.710], [6.844, -1.875, -0.966], [0.532, -0.792, -2.936], [1.211, 1.593, 1.021], [-3.037, -0.543, 1.476], [-6.534, 0.444, -2.407], [-6.100, -4.219, 2.730], [1.335, -0.380, 4.205], [4.431, -1.297, -0.043], [0.210, 2.093, 4.638], [2.603, 3.655, 6.474], [-5.723, 2.940, -2.646], [1.944, -1.099, 0.160], [-3.469, 1.878, 2.064], [-4.088, 5.872, -1.911], [-9.408, 1.299, 0.154], [-3.140, 2.874, 2.436], [-6.178, 1.537, -2.507], [-0.894, -1.550, 3.193], [-6.764, -4.954, 2.277], [-10.605, -0.447, 0.064], [4.231, -2.390, 0.159], [3.994, -2.475, -4.564], [5.492, -2.598, 2.018], [-8.878, -0.711, -0.254], [-4.707, -1.737, 0.561], [-0.585, 1.559, -4.187], [-4.853, 1.715, 1.593], [8.069, 0.343, -4.917], [-6.618, -2.852, 2.481], [-5.364, 0.441, 1.064], [8.755, 1.815, -4.200], [7.629, 1.935, -5.567], [-4.419, -0.737, 0.976], [1.486, 1.442, -5.807], [6.993, 0.034, -1.355], [2.369, 1.841, -5.307], [6.864, -2.763, 0.312], [1.291, 2.026, -6.706], [0.797, 0.495, -1.638], [1.930, 4.675, 7.762], [5.435, -3.009, 0.971], [3.605, -1.577, 3.449], [6.317, -2.145, -2.018], [3.914, -3.770, -5.777], [-5.105, -4.322, 2.298], [2.202, -4.408, 2.733], [2.589, -2.380, 1.109], [-0.092, -0.966, 2.646], [1.273, -3.470, 0.732], [0.179, 1.932, 1.297], [7.579, -2.360, 1.071], [2.557, -1.141, 2.589], [1.677, 0.407, -6.090], [-0.433, 2.793, 6.793], [-2.028, 5.612, -3.528], [0.621, 3.173, 7.046], [-6.190, 3.397, -3.517], [-0.699, 0.839, 2.592], [-6.043, -4.402, 3.803], [0.468, -2.975, 0.344], [-0.400, 1.988, 0.327], [2.439, 3.012, 8.120], [2.033, -2.408, -1.560], [-1.134, 6.017, -3.055], [7.286, -3.762, -0.005], [1.432, -4.932, 3.411], [-2.215, 6.150, -4.457], [-7.017, -1.794, 2.285], [6.727, 1.451, -3.714], [2.854, -1.146, -7.211], [-6.421, 0.327, 0.726], [2.922, 0.143, 2.203], [0.673, -0.608, -1.844], [-0.228, -0.909, -1.231], [-1.568, 2.452, 4.298], [0.272, 2.978, 1.699], [-9.439, -0.411, 1.403], [1.187, -2.155, 4.057], [5.283, -4.125, 0.976], [-4.640, 2.966, -2.766], [7.484, -0.635, -0.842], [-2.541, 0.747, 2.022], [3.083, -1.923, -6.396], [-0.769, 1.656, 4.336], [-5.595, 2.556, 1.628], [-3.190, 5.759, -2.618], [1.984, 3.659, 7.371]], "atomic_forces_ev_per_a": [[0.5, 0.0, -0.4], [0.2, -0.1, 0.0], [-0.4, 1.1, 0.2], [0.0, 0.0, -0.1], [0.0, -0.2, 0.0], [0.1, -0.1, 0.6], [-0.9, 1.6, -1.2], [0.3, 0.2, 0.9], [-0.5, 1.2, 0.3], [-2.2, -2.6, 0.1], [0.0, 0.0, 0.0], [-0.2, 0.9, 0.8], [-0.4, 0.0, 0.4], [0.1, 0.6, -0.1], [0.0, 0.0, 0.0], [-0.1, 0.4, -0.4], [0.5, 0.9, -0.4], [-0.6, -0.6, 0.5], [0.2, 1.1, -0.2], [0.0, 0.2, 1.0], [-0.8, 0.2, 0.4], [-2.1, 1.1, -0.6], [0.2, 0.7, 0.0], [-0.2, 0.6, -0.1], [0.2, -0.9, -0.7], [-0.4, -1.2, 0.0], [-0.9, -0.4, -0.1], [0.0, 0.0, 0.0], [-0.2, -0.6, 0.1], [0.5, -1.4, -0.3], [-1.0, -2.1, -1.0], [0.1, 0.0, -0.1], [-0.1, -0.6, 0.1], [-0.3, -0.9, -0.3], [0.0, -0.1, 0.0], [0.8, 0.6, -0.6], [0.0, 0.1, 0.0], [0.0, 0.1, 0.0], [0.6, -0.2, 0.9], [0.0, 0.0, -0.1], [-0.3, -0.6, -1.1], [0.0, 0.1, 0.0], [0.1, 1.3, 0.4], [0.1, 0.1, -0.1], [0.5, -1.7, -0.3], [-0.1, 0.0, 0.1], [0.2, -0.6, 0.1], [3.1, -0.6, 0.6], [-0.1, 0.0, 0.0], [0.0, 0.0, 0.1], [0.9, 3.2, 1.3], [-0.5, 0.0, 0.4], [0.2, -0.4, -0.3], [-0.1, 0.0, 0.0], [0.6, -0.3, -0.5], [0.0, -0.1, 0.0], [-0.1, -1.1, -0.4], [0.0, -0.1, 0.0], [0.2, -0.1, -0.3], [-0.8, 1.1, -0.8], [0.0, -0.4, 0.8], [0.0, 0.1, 0.0], [0.0, 0.0, 0.0], [2.3, 2.3, 0.3], [-0.2, 1.2, -1.3], [-0.2, -0.6, 0.4], [0.5, 0.9, -0.8], [0.5, 0.4, -0.6], [-0.7, -0.1, -0.8], [0.5, -0.8, 1.4], [-0.1, 0.2, 0.0], [0.2, 0.3, 0.6], [-0.5, 0.0, 0.4], [0.5, 0.2, 0.3], [0.0, -0.1, 0.1], [-1.1, 0.7, -0.1], [0.0, 0.0, -0.1], [0.4, 0.0, 0.1], [0.5, -0.1, 1.1], [-0.1, 0.0, 0.0], [-0.3, 0.8, 0.5], [-0.1, 0.0, 0.0], [-0.5, 1.1, 0.2], [-0.1, -0.6, -0.1], [0.0, 0.0, 0.1], [-0.2, -0.3, 0.1], [0.5, 0.0, -0.4], [0.1, -0.2, 0.1], [1.1, 0.2, 0.4], [-0.6, -1.5, 0.4], [0.5, -0.1, 1.1], [0.8, 0.1, -0.9], [1.0, -0.7, 0.1], [-0.1, -0.9, -0.4], [0.1, 0.0, -0.1], [0.5, 0.7, -1.1], [0.1, 1.3, 0.4], [-0.1, 0.0, 0.1], [-0.8, -1.0, 0.9], [-1.9, -0.8, -0.9], [0.1, -0.4, 0.4], [-0.2, -0.5, -1.0], [1.0, -0.8, 0.1], [0.5, 0.0, -0.3], [-0.6, -0.2, -0.2]], "mulliken_charge": [0.3583, -0.4393, -1.1102, 0.2342, -0.4568, 0.3080, -0.3614, -0.5202, 0.0935, -0.4707, 0.2889, 0.3019, -0.8357, -0.7582, 0.1267, -0.5286, 0.4192, 0.1402, 0.7053, 0.3508, 0.2394, 0.0210, -0.4596, -0.8532, 0.4187, 0.4532, 0.1034, 0.2735, -0.6296, -0.3172, -0.1370, -0.3978, 0.3987, 0.2815, 0.3268, 0.5282, 0.2891, 0.3473, -1.1349, 0.0718, 0.2436, 0.2545, 0.5466, -0.3984, -0.8048, 0.2637, 0.3452, -0.4522, 0.2868, 0.3233, -0.9297, -0.5114, 0.2623, 0.2590, -0.5928, 0.3291, 0.2266, 0.2801, -0.4307, -0.3233, -0.5392, 0.3365, 0.2645, 0.5865, 1.1386, 0.3889, -0.6671, -1.0135, 0.2783, 0.8874, 0.0081, -0.3664, -0.5799, 0.4030, 0.3491, 0.2564, 0.2886, 0.2213, 0.3022, 0.2688, 0.3183, 0.2683, 0.2710, -0.6349, 0.2753, -0.3095, 0.4529, -0.4571, 0.4107, -0.2792, -0.9433, 0.0946, 0.4150, 0.3634, 0.2366, 0.4416, 0.2734, 0.1121, -0.5236, 0.5040, 0.3493, -1.1595, 0.3343, 0.3298, -0.8019]}



[2]
{"formula": "C34H53N4OP2Sr", "method": "ωB97M-V/def2-TZVPD", "de_lowest_ev": 0.000, "homo_ev": -8.2, "homo_lumo_gap_ev": 5.8999, "charge": 1, "species": ["H", "H", "H", "H", "C", "C", "N", "H", "C", "H", "H", "H", "H", "H", "H", "C", "H", "H", "N", "H", "C", "C", "H", "H", "H", "H", "H", "H", "H", "H", "C", "C", "C", "H", "C", "P", "H", "H", "H", "C", "C", "H", "H", "C", "P", "H", "C", "H", "H", "C", "H", "H", "H", "C", "H", "H", "H", "H", "C", "H", "H", "H", "C", "H", "C", "C", "H", "C", "H", "N", "C", "C", "C", "H", "H", "H", "H", "C", "C", "H", "H", "C", "C", "Sr", "N", "C", "H", "H", "H", "C", "C", "C", "O", "C", "C"], "xyz": [[2.005, 3.817, 1.841], [0.949, -2.644, -4.667], [-2.168, -0.910, 4.037], [1.285, -1.469, -3.372], [0.532, 4.904, -1.144], [-3.148, -0.702, 3.592], [-0.775, 0.402, 1.693], [7.825, -0.393, 1.040], [1.605, 4.566, 1.140], [1.541, 2.359, -1.561], [0.913, 5.207, 1.703], [-6.484, -0.975, 4.218], [0.767, -5.928, -0.721], [-1.404, -3.927, 1.511], [2.683, -4.388, 0.081], [0.645, -2.314, -3.664], [2.130, -4.820, 1.713], [2.433, 2.239, 0.017], [5.945, 0.402, 0.694], [-2.573, 5.954, 1.734], [6.792, -0.745, 1.047], [-1.667, 3.708, 2.965], [-3.222, -2.103, -3.102], [6.394, 1.884, -0.777], [0.220, -4.967, -4.162], [-0.704, 4.115, 3.301], [-1.944, -2.675, -0.146], [2.335, -3.111, 1.269], [0.003, -4.148, 2.561], [1.433, 5.409, -1.524], [-5.565, -0.744, 3.676], [-1.749, 1.123, -1.580], [-3.290, 3.454, 1.069], [2.443, 5.197, 0.805], [-1.420, 2.343, -0.911], [0.348, -2.838, -0.964], [-0.171, -5.491, -2.515], [0.048, 4.414, -1.996], [-6.594, 0.041, 1.946], [2.896, -0.243, -2.104], [-1.891, 3.940, 1.461], [-4.482, 0.536, 0.697], [-2.471, 4.210, 3.525], [4.655, 0.273, 0.676], [-0.567, 2.857, 0.537], [-0.931, -5.519, -0.334], [-3.146, 0.080, -3.275], [-1.917, -3.407, -1.739], [-2.010, 5.650, 0.090], [-2.793, -1.168, -2.746], [-4.261, -1.507, 5.242], [-0.314, -2.554, 1.847], [-3.402, 2.379, 1.247], [2.009, -4.093, 0.896], [6.538, -1.117, 2.048], [-1.749, 3.211, -1.507], [-1.689, 2.637, 3.207], [-3.820, 0.137, -4.127], [-4.325, -1.033, 4.261], [2.806, 3.508, -1.135], [0.151, -6.148, 0.918], [-3.510, 3.654, 0.015], [-5.625, -0.172, 2.401], [-0.393, -1.961, -3.725], [0.528, -4.086, 0.465], [-1.959, 0.342, 1.770], [-2.878, 2.212, -3.064], [0.780, -3.506, -2.699], [2.358, -4.902, -2.048], [3.484, 0.111, 0.682], [0.956, 3.891, -0.082], [6.599, 1.654, 0.279], [-1.799, 5.437, 1.144], [-0.135, 5.682, -0.760], [6.263, 2.494, 0.903], [2.946, -3.248, -2.376], [-0.839, 5.886, 1.421], [1.973, 2.923, -0.717], [0.103, -5.492, 0.035], [2.495, -4.320, -3.717], [6.683, -1.562, 0.320], [-3.201, -0.070, 2.339], [-2.624, 1.219, -2.699], [1.055, 0.033, 0.060], [-1.275, -0.124, -1.206], [-1.841, -1.226, -1.732], [7.673, 1.508, 0.412], [-4.038, 3.982, 1.679], [-1.182, -4.277, -3.340], [2.230, -4.019, -2.691], [-1.470, -2.602, -1.137], [-0.353, -3.638, 1.652], [3.913, -0.213, -2.639], [-0.153, -4.623, -3.184], [-4.447, 0.137, 1.711]], "atomic_forces_ev_per_a": [[-0.1, 0.1, -0.2], [0.0, 0.1, 0.2], [-0.4, 0.1, -0.1], [-0.2, -0.2, -0.1], [0.6, 0.3, -0.2], [0.1, 0.1, 0.2], [-4.5, -0.8, 0.6], [-0.2, -0.2, 0.1], [0.2, 0.0, -0.1], [-0.1, 0.1, 0.2], [0.2, -0.2, -0.2], [0.3, 0.1, -0.2], [-0.2, 0.2, 0.2], [0.3, 0.2, 0.0], [-0.2, 0.1, 0.2], [0.0, 0.0, 0.0], [0.0, 0.2, -0.2], [-0.2, 0.3, -0.1], [0.6, 0.1, -0.1], [0.1, 0.0, -0.1], [-0.1, -0.5, 0.1], [-0.1, 0.1, -0.1], [0.0, 0.3, -0.1], [0.1, -0.1, 0.3], [-0.1, 0.1, 0.2], [-0.2, -0.1, -0.1], [0.3, 0.1, -0.2], [-0.1, -0.2, -0.1], [-0.1, 0.1, -0.2], [-0.2, 0.0, -0.1], [0.3, 0.0, 0.0], [0.7, 0.8, 1.0], [0.0, 0.0, 0.0], [-0.1, -0.1, 0.1], [0.1, -0.1, -1.4], [0.0, 0.2, 0.1], [0.0, 0.3, -0.2], [0.1, 0.0, 0.2], [0.3, -0.1, 0.1], [3.2, 0.3, -1.7], [0.7, 0.1, -0.3], [0.0, 0.0, 0.3], [0.2, -0.1, 0.0], [-2.4, -0.5, 0.2], [1.1, -0.2, -0.2], [0.2, 0.1, 0.0], [0.3, 0.9, 0.2], [0.1, 0.3, 0.2], [0.1, -0.1, 0.2], [0.5, -0.9, 0.6], [-0.1, 0.2, -0.3], [0.0, -0.2, -0.1], [0.0, 0.4, -0.1], [-0.1, -0.1, 0.1], [0.1, 0.1, -0.3], [-0.2, -0.4, 0.2], [0.0, 0.3, 0.0], [0.1, 0.1, 0.2], [0.0, 0.1, -0.2], [-0.1, -0.1, 0.1], [-0.1, 0.0, -0.2], [0.1, -0.1, 0.2], [0.3, -0.1, 0.0], [0.3, 0.0, 0.0], [0.0, 0.0, -0.8], [4.4, -1.0, 0.8], [0.0, -0.3, 0.1], [0.0, -0.2, 0.6], [-0.1, 0.3, -0.2], [2.9, 0.3, 0.2], [-1.2, 0.2, 0.3], [-0.2, 0.4, -0.1], [-0.3, 0.2, 0.2], [0.2, -0.3, -0.1], [0.1, -0.3, -0.2], [-0.1, -0.1, 0.0], [-0.3, -0.1, -0.1], [-0.1, 0.2, 0.1], [0.1, -0.4, 0.5], [0.0, 0.1, 0.3], [0.0, 0.3, 0.2], [-1.4, -0.1, -0.3], [-0.6, -0.7, -0.8], [-1.3, 0.5, -0.4], [0.2, 0.1, 0.2], [-0.7, -0.2, -0.4], [-0.3, 0.2, -0.1], [0.2, -0.1, 0.0], [0.3, -0.1, 0.0], [0.0, -0.1, -0.2], [-0.5, 0.6, -0.1], [0.1, -0.1, 0.0], [-2.9, -0.2, 1.4], [0.1, -0.2, -0.2], [0.0, -0.1, 0.4]], "mulliken_charge": [0.2852, 0.5304, 0.3943, -0.0736, -1.8338, -0.6116, -0.7296, 0.2865, -1.6636, 0.1268, 0.2355, 0.4007, 0.3374, 0.3731, 0.3008, -1.4078, 0.5073, 0.0645, 0.0504, 0.5007, -0.8130, -1.6057, 0.4612, 0.3081, 0.5290, 0.3123, 0.3921, 0.2123, 0.5639, 0.5602, -0.4150, -0.1108, -1.9598, 0.4660, -0.3679, 0.9848, 0.2710, 0.3026, 0.4189, 0.2719, 2.0207, 0.5839, 0.4997, 0.1304, 0.2782, 0.3566, -0.9515, 0.4125, 0.3497, -0.8218, 0.3973, 0.2821, 0.2381, -1.5741, 0.3167, 0.4678, 0.2232, 0.4014, -0.6120, 0.6775, 0.5334, 0.3429, -0.8064, 0.3195, 1.7970, 0.6163, 0.4632, 1.4345, 0.2819, -0.7645, 2.1332, -0.7566, -2.0009, 0.3093, 0.3174, 0.1867, 0.3804, -1.9917, -2.0533, 0.5171, 0.3207, 0.5400, -1.3344, 1.7172, 1.5445, -0.8041, 0.2690, 0.5761, 0.3509, -1.7211, -0.0556, -2.0282, -0.2592, -1.7612, -0.1458]}



Results for DFT total energy: -81806.143, -63533.995 (in eV, following the order of the records).